Computed, not measured: a structure of composition C7H11I2N2O2Pm in a non-equilibrium geometry, with ωB97M-V with the def2-TZVPD basis set.

Geometry as ORCA input:
```
! RIJCOSX wB97M-V def2-TZVPD def2/J DEFGRID3
* xyz -2 5
C 1.457 -2.775 0.483
I 1.247 -0.121 3.001
H 1.214 -3.542 -0.277
H 0.542 -2.348 0.927
H 2.086 -3.136 1.313
C -2.458 1.348 0.156
C -0.345 0.555 -0.083
N -1.130 1.475 0.541
H -3.321 -0.094 -1.277
I 1.645 2.348 -2.152
N -1.203 -0.127 -0.885
H -3.231 1.984 0.542
Pm 2.424 0.788 0.298
C 2.172 -1.653 -0.101
O 2.725 -1.219 -1.078
C -2.502 0.335 -0.732
C -0.863 -1.202 -1.797
H -1.703 -1.326 -2.495
H -0.706 -2.152 -1.259
H 0.047 -0.961 -2.365
C -0.695 2.520 1.432
H -1.540 2.812 2.068
H -0.341 3.404 0.881
H 0.120 2.153 2.076
O 4.358 0.933 0.781
*
```

Orbital gap (spin up / spin down), hartree: 0.147 / 0.146
Total energy, eV: -47268.5863
HOMO level (spin up / spin down), eV: 0.84 / 0.85
Largest force on an atom, eV Å⁻¹: 5.94

Computed, not measured: a structure of composition C7H11I2N2O2Sc in a non-equilibrium geometry, with ωB97M-V with the def2-TZVPD basis set.

Geometry as ORCA input:
```
! RIJCOSX wB97M-V def2-TZVPD def2/J DEFGRID3
* xyz -2 1
C -1.747 4.829 0.558
I -1.145 2.889 1.699
H -2.762 4.839 -0.014
H -0.920 5.070 -0.055
H -1.654 5.518 1.354
C 1.296 -2.037 -1.906
C 0.306 -1.287 -0.027
N 1.327 -2.008 -0.515
H -0.190 -1.153 -3.260
I -1.742 -2.878 1.836
N -0.345 -0.782 -1.121
H 1.941 -2.686 -2.503
Sc -0.848 -0.253 1.767
C 1.224 1.401 2.056
O 2.329 1.608 1.870
C 0.244 -1.286 -2.308
C -1.582 -0.047 -1.049
H -2.418 -0.755 -1.196
H -1.600 0.738 -1.824
H -1.679 0.453 -0.043
C 2.213 -2.789 0.324
H 3.234 -2.730 -0.082
H 1.846 -3.825 0.278
H 2.157 -2.401 1.354
O 0.516 -0.430 2.810
*
```

Orbital gap (spin up / spin down), hartree: 0.149 / 0.060
Total energy, eV: -51411.4263
HOMO level (spin up / spin down), eV: 0.61 / 2.83
Largest force on an atom, eV Å⁻¹: 3.05

Computed, not measured: the molecule C7H11IN2Si in a non-equilibrium geometry, with ωB97M-V with the def2-TZVPD basis set.

Geometry as ORCA input:
```
! RIJCOSX wB97M-V def2-TZVPD def2/J DEFGRID3
* xyz 0 1
C 1.131 2.623 0.798
C 2.135 2.686 -0.197
C 0.255 0.384 0.824
C 2.275 0.502 -1.087
C -1.267 -0.335 -1.782
C -2.411 -0.718 1.124
C 0.048 -2.391 0.174
N 0.446 1.546 0.953
N 2.581 1.675 -0.832
Si -0.917 -0.798 0.065
I 3.773 -1.004 -0.365
H 1.118 3.360 1.609
H 2.641 3.726 -0.470
H -0.338 -0.632 -2.233
H -2.170 -0.947 -1.958
H -1.533 0.767 -1.650
H -2.330 -0.422 2.194
H -3.331 -0.076 0.796
H -2.940 -1.619 1.307
H 0.876 -2.400 -0.563
H 0.556 -2.624 1.177
H -0.595 -3.304 0.115
*
```

Orbital gap (spin up / spin down), hartree: 0.254 / 0.254
Total energy, eV: -26391.6726
HOMO level (spin up / spin down), eV: -7.33 / -7.33
Largest force on an atom, eV Å⁻¹: 3.79
ΔE to the lowest compared entry with this formula, charge and spin, kcal per mole: 84.2

Computed, not measured: a structure of composition C7H11IrNP in a non-equilibrium geometry, with ωB97M-V with the def2-TZVPD basis set.

Geometry as ORCA input:
```
! RIJCOSX wB97M-V def2-TZVPD def2/J DEFGRID3
* xyz 0 5
C 0.731 2.051 0.194
C 2.016 1.988 -0.472
C 1.849 1.640 -1.835
C 0.499 1.746 -2.187
C -0.360 1.869 -0.990
Ir -0.712 0.341 0.322
P -1.573 0.353 2.324
H 0.505 2.731 1.022
H 2.968 2.082 0.022
H 2.644 1.279 -2.499
H -1.262 2.510 -0.940
H 0.081 1.636 -3.167
H -2.867 1.052 2.107
H -0.721 1.063 3.328
H -1.818 -1.047 2.806
C -0.308 -4.020 -0.045
C -0.278 -2.564 0.045
N -0.440 -1.428 0.165
H -1.340 -4.398 -0.153
H 0.116 -4.489 0.858
H 0.268 -4.395 -0.905
*
```

Orbital gap (spin up / spin down), hartree: 0.162 / 0.241
Total energy, eV: -21046.2849
HOMO level (spin up / spin down), eV: -3.94 / -7.96
Largest force on an atom, eV Å⁻¹: 3.75
ΔE to the lowest compared entry with this formula, charge and spin, kcal per mole: 0.0

Computed, not measured: a structure of composition C7H11N in a non-equilibrium geometry, with ωB97M-V with the def2-TZVPD basis set.

Geometry as ORCA input:
```
! RIJCOSX wB97M-V def2-TZVPD def2/J DEFGRID3
* xyz 0 1
C -0.311 1.779 0.715
C 0.071 0.670 1.606
C 0.191 -0.745 1.475
C -0.021 -1.610 0.391
C 0.306 -0.942 -1.098
C -0.841 -0.122 -1.548
C -0.259 0.945 -0.641
H -1.516 1.878 0.892
H 0.294 2.794 0.642
H 0.274 1.124 2.651
H 0.407 -1.233 2.368
H -1.041 -1.990 0.461
H 0.563 -2.594 0.402
H 0.605 -1.797 -1.933
H -0.929 0.212 -2.681
H -2.032 -0.330 -1.229
H -0.808 0.214 0.023
H 1.538 0.376 -1.692
N 1.118 0.214 -0.758
*
```

Orbital gap, hartree: 0.335
Total energy, eV: -8919.4043
HOMO level, eV: -8.12
Largest force on an atom, eV Å⁻¹: 7.45
ΔE to the lowest compared entry with this formula, charge and spin, kcal per mole: 192.0

Computed, not measured: a structure of composition C7H11N in a non-equilibrium geometry, with ωB97M-V with the def2-TZVPD basis set.

Geometry as ORCA input:
```
! RIJCOSX wB97M-V def2-TZVPD def2/J DEFGRID3
* xyz 0 1
C 1.650 0.731 1.709
C 0.433 0.189 0.991
C -0.188 1.048 -0.212
C -0.883 0.010 -1.203
C -1.383 0.202 -2.506
C -1.064 -1.271 -0.383
C 0.352 -1.084 0.405
H 1.532 1.940 1.402
H 2.840 0.419 1.289
H 1.496 0.671 3.050
H -0.239 0.285 1.678
H -1.188 1.417 0.182
H 0.773 1.637 -0.669
H -1.483 1.281 -2.784
H -1.636 -0.504 -3.230
H -1.699 -0.616 0.456
H -0.064 -2.942 -0.275
H 1.059 -1.031 -0.367
N -0.308 -2.383 0.466
*
```

Orbital gap, hartree: 0.346
Total energy, eV: -8918.0302
HOMO level, eV: -8.51
Largest force on an atom, eV Å⁻¹: 6.17
ΔE to the lowest compared entry with this formula, charge and spin, kcal per mole: 223.7